DFT (ωB97M-V/def2-TZVPD) results for a cluster of 11 separate species, C33H42ClO36S2 in total.

Geometry (Å):
O1 -1.600 3.363 -4.073
C1 -2.356 4.333 -4.217
O2 -2.231 5.532 -3.883
C2 -3.739 3.965 -4.894
S1 -3.530 3.129 -6.488
O3 -4.415 3.130 -3.921
S2 -5.903 3.655 -3.721
O4 -6.319 3.487 -2.381
O5 -6.724 3.176 -4.771
O6 -5.514 5.176 -3.930
C3 -4.599 5.256 -5.036
Cl1 -5.566 5.497 -6.511
H1 -3.294 1.908 -6.002
H2 -3.968 6.114 -4.870
C4 -2.399 0.893 -0.714
C5 -2.057 1.037 -2.180
O7 -2.021 -0.346 -2.604
C6 -2.769 -1.066 -1.760
O8 -3.087 -2.206 -1.941
O9 -3.140 -0.342 -0.687
H3 -3.001 1.715 -0.338
H4 -1.518 0.780 -0.089
H5 -2.821 1.563 -2.747
H6 -1.104 1.518 -2.367
C7 -5.738 -3.517 -4.790
C8 -4.444 -2.737 -4.717
O10 -4.279 -2.306 -6.082
C9 -5.487 -2.297 -6.676
O11 -5.718 -1.847 -7.752
O12 -6.416 -2.878 -5.878
H7 -6.324 -3.437 -3.879
H8 -5.599 -4.571 -5.044
H9 -4.538 -1.865 -4.075
H10 -3.587 -3.321 -4.398
C10 0.374 -3.159 1.740
C11 0.115 -2.817 0.284
O13 -0.580 -1.560 0.379
C12 -0.249 -0.996 1.549
O14 -0.496 0.125 1.884
O15 0.422 -1.855 2.335
H11 1.310 -3.684 1.907
H12 -0.443 -3.719 2.196
H13 1.036 -2.656 -0.277
H14 -0.503 -3.545 -0.234
C13 3.246 0.136 5.296
C14 3.500 0.193 3.814
O16 3.717 -1.185 3.476
C15 3.110 -1.939 4.416
O17 2.944 -3.116 4.317
O18 2.696 -1.187 5.454
H15 2.543 0.891 5.629
H16 4.165 0.209 5.881
H17 2.632 0.546 3.255
H18 4.364 0.793 3.547
C16 6.435 -3.010 3.397
C17 7.175 -3.723 2.283
O19 8.031 -2.689 1.780
C18 8.218 -1.773 2.761
O20 9.005 -0.885 2.712
O21 7.385 -2.011 3.799
H19 6.188 -3.659 4.233
H20 5.531 -2.518 3.048
H21 7.796 -4.544 2.648
H22 6.522 -4.089 1.497
C19 3.837 1.910 0.327
C20 4.086 1.837 -1.168
O22 4.312 0.430 -1.363
C21 3.708 -0.239 -0.356
O23 3.573 -1.421 -0.319
O24 3.291 0.611 0.601
H23 3.130 2.682 0.615
H24 4.757 2.032 0.900
H25 3.218 2.137 -1.755
H26 4.954 2.404 -1.491
C22 -1.684 -0.419 5.745
C23 -1.112 0.644 4.829
O25 -0.297 1.407 5.745
C24 0.029 0.616 6.783
O26 0.828 0.896 7.624
O27 -0.669 -0.536 6.752
H27 -1.839 -1.375 5.252
H28 -2.613 -0.108 6.227
H29 -0.481 0.232 4.045
H30 -1.868 1.277 4.373
C25 -9.427 -0.890 -3.568
C26 -9.314 0.551 -4.036
O28 -8.001 0.909 -3.603
C27 -7.269 -0.216 -3.482
O29 -6.098 -0.259 -3.301
O30 -8.065 -1.314 -3.587
H31 -10.026 -1.515 -4.225
H32 -9.807 -0.970 -2.547
H33 -9.360 0.641 -5.122
H34 -10.050 1.212 -3.587
C28 4.689 -2.677 -3.159
C29 5.645 -1.737 -3.865
O31 5.960 -2.463 -5.060
C30 4.950 -3.334 -5.309
O32 4.837 -3.964 -6.308
O33 4.100 -3.385 -4.259
H35 3.932 -2.162 -2.580
H36 5.205 -3.394 -2.518
H37 5.171 -0.793 -4.138
H38 6.549 -1.533 -3.299
C31 2.887 3.483 7.803
C32 4.181 4.271 7.918
O34 4.918 3.817 6.773
C33 4.031 3.359 5.864
O35 4.303 3.061 4.743
O36 2.797 3.277 6.389
H39 2.013 4.018 8.161
H40 2.935 2.511 8.293
H41 4.025 5.347 7.827
H42 4.736 4.064 8.828

strongest force on any atom	0.0176	hartree/bohr
total energy	-142808.6430	eV
spin multiplicity	1
charge	-1